Record 1
Entry from OMol25: a cluster of 2 separate species, C8H14N4O2S in total (ωB97M-V/def2-TZVPD).

Last column: Mulliken charge in e.
Geometry (Å):
C (0.59, -0.70, 2.52)  -0.036
C (1.92, -1.76, 1.15)  -0.317
C (0.53, -3.81, 0.00)  -0.883
C (-0.03, -3.12, -1.01)  -0.051
C (-0.23, 1.48, -1.62)  -1.438
C (-1.46, 1.12, 0.71)  -1.447
C (0.73, 2.14, 0.53)  -1.753
C (-0.15, 1.05, 0.00)  1.284
N (1.28, -1.60, 3.16)  -0.430
N (2.11, -2.20, 2.36)  -0.482
N (0.88, -0.90, 1.15)  0.831
N (0.52, -0.22, -0.04)  -0.921
O (-2.08, -1.51, -1.75)  -0.614
O (-1.89, -2.29, 0.59)  -0.525
S (-1.23, -1.85, -0.61)  1.157
H (-0.09, 0.05, 2.95)  0.384
H (2.34, -2.32, 0.28)  0.586
H (1.21, -4.73, -0.22)  0.297
H (0.10, -3.92, 1.06)  0.264
H (0.27, -3.09, -2.00)  0.422
H (-0.81, 2.44, -1.64)  0.369
H (0.75, 1.64, -2.02)  0.419
H (-0.70, 0.78, -2.26)  0.355
H (-1.81, 2.08, 0.69)  0.548
H (-1.27, 0.95, 1.79)  0.211
H (-2.15, 0.44, 0.36)  0.453
H (0.94, 2.04, 1.61)  0.342
H (1.66, 2.20, 0.07)  0.483
H (0.18, 3.07, 0.48)  0.490

As for the LUMO energy (alpha / beta): -1.36 / -1.59 eV. The largest force on an atom comes out at 0.0713 hartree/bohr. The calculation puts the energy above the lowest of the compared OMol25 structures with the same formula, charge and spin at 116.6 kcal per mole. As for the HOMO-LUMO gap (alpha / beta): 7.740 / 7.773 eV. The HOMO energy (alpha / beta) comes out at -9.10 / -9.37 eV. As for the multiplicity: 1.

***

Record 2
Entry from OMol25: a structure of composition C24H8O16Pt (ωB97M-V/def2-TZVPD).

Last column: Mulliken charge in e.
Geometry (Å):
Pt (0.89, 1.30, 0.08)  0.033
C (3.16, -3.52, 4.54)  -0.464
C (3.12, -2.51, 3.55)  0.550
C (4.54, -1.97, 2.89)  0.505
O (4.37, -1.25, 1.85)  -0.674
C (5.82, -2.30, 3.53)  -0.693
C (5.73, -3.05, 4.66)  0.438
C (4.40, -3.72, 5.20)  0.513
O (4.30, -4.42, 6.30)  -0.643
O (6.84, -3.16, 5.29)  -0.803
O (2.04, -2.08, 3.07)  -0.523
H (2.26, -3.78, 5.08)  0.386
H (6.77, -1.89, 3.20)  0.395
C (-4.89, -2.84, -5.04)  -0.504
C (-4.60, -2.49, -6.44)  0.381
C (-3.00, -2.29, -6.83)  0.702
O (-2.79, -1.95, -7.98)  -0.747
C (-2.07, -2.25, -5.72)  -0.934
C (-2.52, -2.41, -4.46)  0.550
C (-4.00, -2.81, -4.05)  0.223
O (-4.30, -3.34, -2.89)  -0.813
O (-1.65, -2.10, -3.52)  -0.774
O (-5.45, -2.36, -7.33)  -0.773
H (-5.91, -3.17, -4.89)  0.341
H (-1.05, -1.92, -5.82)  0.348
C (0.55, 3.30, -6.21)  -0.835
C (0.34, 3.32, -4.79)  0.450
C (-1.20, 3.29, -4.29)  0.498
O (-1.39, 3.20, -3.12)  -0.542
C (-2.29, 3.22, -5.25)  -0.280
C (-1.98, 3.27, -6.57)  0.598
C (-0.54, 3.37, -7.07)  0.351
O (-0.36, 3.44, -8.35)  -0.791
O (-3.11, 3.18, -7.27)  -0.625
O (1.15, 3.07, -3.92)  -0.652
H (1.55, 3.28, -6.62)  0.405
H (-3.30, 3.35, -4.88)  0.404
C (0.85, 1.46, 8.04)  -0.679
C (-0.54, 1.31, 8.26)  0.383
C (-1.59, 1.83, 7.15)  0.383
O (-2.78, 1.68, 7.30)  -0.755
C (-1.02, 2.39, 5.98)  -0.502
C (0.28, 2.60, 5.90)  0.364
C (1.29, 2.14, 6.89)  0.369
O (2.59, 2.23, 6.80)  -0.814
O (0.64, 2.97, 4.73)  -0.786
O (-0.98, 0.48, 9.02)  -0.731
H (1.54, 1.10, 8.79)  0.387
H (-1.71, 2.77, 5.24)  0.379

As for the LUMO energy (alpha / beta): 10.13 / 8.12 eV. As for the expectation value of S²: 2.08. The largest force on an atom comes out at 0.1261 hartree/bohr. As for the HOMO-LUMO gap (alpha / beta): 4.538 / 2.527 eV. The HOMO energy (alpha / beta) comes out at 5.60 / 5.60 eV. As for the multiplicity: 3. As for the net charge: -6.

***

Record 3
Entry from OMol25: a cluster of 2 separate species, C6H12O in total (ωB97M-V/def2-TZVPD).

Last column: Mulliken charge in e.
Geometry (Å):
C (-2.91, 1.01, 0.35)  -0.778
C (-1.93, 0.18, -0.04)  0.216
C (-0.77, -0.10, 0.77)  -0.326
C (0.03, -1.14, 0.41)  -0.589
C (1.48, -1.24, 0.66)  -0.208
C (2.20, -0.65, -0.57)  -1.066
H (-2.88, 1.33, 1.40)  0.221
H (-3.74, 1.40, -0.31)  0.251
H (-1.99, -0.32, -1.06)  0.211
H (-0.65, 0.56, 1.76)  0.144
H (-0.42, -1.85, -0.20)  0.374
H (1.82, -2.26, 0.83)  0.356
H (1.83, -0.73, 1.58)  0.301
H (2.64, 0.27, -0.35)  0.293
H (2.89, -1.44, -0.93)  0.312
H (1.35, -0.44, -1.23)  0.289
O (0.71, 1.85, -1.09)  -0.644
H (0.28, 0.97, -0.96)  0.330
H (0.08, 2.59, -1.03)  0.313

As for the LUMO energy: 0.68 eV. The largest force on an atom comes out at 0.0606 hartree/bohr. The calculation puts the energy above the lowest of the compared OMol25 structures with the same formula, charge and spin at 61.0 kcal per mole. As for the HOMO-LUMO gap: 9.240 eV. The HOMO energy comes out at -8.56 eV. The SMILES is C=C/C=C/CC.O. As for the multiplicity: 1.

***

Record 4
Entry from OMol25: the molecule C6H11N3 (ωB97M-V/def2-TZVPD).

Last column: Mulliken charge in e.
Geometry (Å):
H (-2.73, -0.38, -1.40)  0.221
N (-1.73, -0.18, -1.45)  -0.702
C (-1.38, 0.52, -0.42)  0.076
N (-2.27, 0.96, 0.52)  -0.401
C (0.09, 0.93, -0.28)  0.513
N (0.35, 2.21, -0.28)  -0.697
H (-0.51, 2.74, -0.43)  0.280
C (1.15, -0.11, -0.18)  0.808
C (2.42, 0.25, -0.90)  -1.384
C (1.02, -1.28, 0.46)  -0.292
C (-0.13, -1.76, 1.29)  -1.278
H (-1.94, 1.70, 1.13)  0.303
H (-3.23, 1.06, 0.22)  0.204
H (2.21, 0.50, -1.95)  0.315
H (3.14, -0.57, -0.90)  0.382
H (2.90, 1.11, -0.43)  0.292
H (1.85, -1.98, 0.43)  0.321
H (-0.69, -0.95, 1.74)  0.360
H (-0.79, -2.39, 0.70)  0.262
H (0.26, -2.37, 2.12)  0.416

As for the LUMO energy: 0.63 eV. The largest force on an atom comes out at 0.0405 hartree/bohr. The calculation puts the energy above the lowest of the compared OMol25 structures with the same formula, charge and spin at 23.6 kcal per mole. As for the HOMO-LUMO gap: 9.715 eV. The HOMO energy comes out at -9.09 eV. The SMILES is [H]/N=C(N)/C(=N\[H])C(/C)=C\C. As for the multiplicity: 1.

***

Record 5
Entry from OMol25: a cluster of 2 separate species, C5H8O3S2 in total (ωB97M-V/def2-TZVPD).

Last column: Mulliken charge in e.
Geometry (Å):
C (-1.49, -0.44, 0.16)  0.559
C (-1.23, 0.86, 0.29)  0.189
C (1.07, -0.20, -0.25)  0.131
C (-2.83, -1.06, -0.07)  -1.301
C (3.36, -0.80, 0.73)  -0.722
O (0.75, 2.34, -0.51)  -0.721
O (-2.10, 1.89, 0.23)  -0.547
O (1.33, 0.02, -1.54)  -0.384
S (-0.06, -1.51, 0.18)  -0.208
S (0.52, 1.35, 0.57)  0.424
H (-2.73, -1.89, -0.76)  0.355
H (-3.51, -0.31, -0.47)  0.351
H (-3.23, -1.43, 0.87)  0.303
H (3.29, -1.85, 0.56)  0.295
H (3.22, -0.43, 1.72)  0.291
H (3.93, -0.21, 0.05)  0.290
H (-1.62, 2.66, -0.11)  0.345
H (1.33, 1.01, -1.66)  0.350

As for the LUMO energy (alpha / beta): -0.21 / -0.21 eV. The largest force on an atom comes out at 0.0656 hartree/bohr. The calculation puts the energy above the lowest of the compared OMol25 structures with the same formula, charge and spin at 53.5 kcal per mole. As for the HOMO-LUMO gap (alpha / beta): 7.942 / 7.943 eV. The HOMO energy (alpha / beta) comes out at -8.15 / -8.15 eV. As for the multiplicity: 1.

***

Record 6
Entry from OMol25: a structure of composition C11H13AgN4S3Se (ωB97M-V/def2-TZVPD).

Last column: Mulliken charge in e.
Geometry (Å):
Ag (-0.53, -0.18, 0.64)  0.248
Se (3.47, 0.46, -2.19)  -0.287
C (1.83, 0.21, -1.49)  0.149
N (0.74, 0.03, -1.10)  -0.417
N (-1.79, -2.37, 3.58)  -0.433
C (-1.67, -1.05, 3.38)  0.625
S (-0.12, -0.41, 3.12)  -0.573
N (-2.82, -0.35, 3.44)  -0.085
C (-3.12, 1.02, 3.21)  0.934
C (-2.20, 2.05, 3.27)  -0.488
C (-2.64, 3.35, 3.03)  -0.660
C (-3.96, 3.63, 2.74)  -0.528
C (-4.88, 2.58, 2.70)  -0.635
C (-4.46, 1.29, 2.93)  -0.447
H (-0.96, -2.93, 3.47)  0.230
H (-2.69, -2.84, 3.60)  0.183
H (-3.66, -0.91, 3.54)  0.223
H (-1.17, 1.86, 3.50)  0.380
H (-1.91, 4.16, 3.07)  0.384
H (-4.28, 4.64, 2.55)  0.410
H (-5.92, 2.78, 2.47)  0.369
H (-5.17, 0.47, 2.87)  0.265
S (-2.97, -0.80, 0.12)  -0.325
C (-2.58, -0.16, -1.39)  0.163
N (-2.09, -0.84, -2.42)  -0.121
C (-1.54, -0.04, -3.52)  -0.404
C (-2.35, 1.26, -3.51)  -0.573
S (-2.80, 1.52, -1.77)  -0.060
H (-1.77, -1.78, -2.25)  0.271
H (-1.66, -0.58, -4.46)  0.329
H (-0.48, 0.15, -3.33)  0.142
H (-3.26, 1.17, -4.10)  0.326
H (-1.76, 2.10, -3.86)  0.405

As for the LUMO energy: -0.03 eV. The largest force on an atom comes out at 0.0103 hartree/bohr. The calculation puts the energy above the lowest of the compared OMol25 structures with the same formula, charge and spin at 4.4 kcal per mole. As for the HOMO-LUMO gap: 6.994 eV. The HOMO energy comes out at -7.02 eV. As for the multiplicity: 1.

***

Record 7
Entry from OMol25: a structure of composition C19H11F9MoN3O5S4 (ωB97M-V/def2-TZVPD).

Last column: Mulliken charge in e.
Geometry (Å):
Mo (-0.04, 0.25, -0.25)  -0.164
C (-1.53, 2.81, 0.97)  -1.544
N (-1.52, 1.39, 0.67)  0.954
C (-2.57, 0.70, 1.05)  -0.278
C (-2.52, -0.68, 0.90)  -0.186
C (-3.35, -1.76, 1.24)  -0.978
C (-2.64, -2.91, 0.91)  -0.925
C (-1.41, -2.50, 0.39)  -0.607
N (-1.34, -1.17, 0.39)  0.893
C (-2.53, 3.51, 0.10)  0.427
C (-3.65, 4.14, 0.64)  -0.515
C (-4.60, 4.71, -0.19)  -0.567
C (-4.46, 4.64, -1.56)  -0.460
C (-3.34, 4.01, -2.11)  -0.644
C (-2.39, 3.46, -1.28)  0.084
H (-0.52, 3.21, 0.80)  0.377
H (-1.77, 2.96, 2.03)  0.451
H (-3.41, 1.19, 1.53)  0.432
H (-4.33, -1.70, 1.67)  0.514
H (-2.96, -3.93, 1.03)  0.441
H (-0.59, -3.11, 0.04)  0.542
H (-3.77, 4.19, 1.71)  0.385
H (-5.46, 5.20, 0.24)  0.366
H (-5.21, 5.06, -2.21)  0.383
H (-3.21, 3.96, -3.18)  0.457
H (-1.51, 2.99, -1.70)  0.301
O (5.14, -3.33, 2.79)  -0.600
C (4.22, -2.76, 2.28)  0.589
S (3.08, -1.72, 3.17)  -0.184
C (2.10, -1.24, 1.79)  0.310
C (2.45, -1.75, 0.59)  0.088
S (1.69, -1.38, -0.91)  -0.308
S (3.81, -2.87, 0.57)  -0.169
S (0.80, -0.14, 2.07)  -0.423
O (0.90, 1.44, -1.82)  -0.624
N (1.52, 2.17, -1.03)  1.332
O (2.28, 3.04, -1.36)  -0.681
O (1.27, 1.90, 0.17)  -0.519
F (-2.05, 1.00, -5.19)  -0.304
C (-1.12, 0.78, -4.24)  0.304
F (0.00, 0.46, -4.88)  -0.312
F (-0.92, 1.96, -3.66)  -0.177
C (-1.58, -0.32, -3.21)  0.758
O (-1.26, -0.05, -1.95)  0.463
C (-3.13, -0.40, -3.27)  0.443
F (-3.67, 0.80, -3.04)  -0.180
F (-3.63, -0.83, -4.44)  -0.256
F (-3.61, -1.23, -2.34)  -0.224
C (-0.98, -1.66, -3.72)  0.320
F (-1.43, -2.70, -3.01)  -0.238
F (0.34, -1.69, -3.64)  -0.254
F (-1.30, -1.90, -5.00)  -0.289

As for the LUMO energy (alpha / beta): 2.09 / 1.62 eV. As for the expectation value of S²: 2.03. The largest force on an atom comes out at 0.0420 hartree/bohr. The calculation puts the energy above the lowest of the compared OMol25 structures with the same formula, charge and spin at 19.1 kcal per mole. As for the HOMO-LUMO gap (alpha / beta): 6.400 / 6.103 eV. The HOMO energy (alpha / beta) comes out at -4.31 / -4.48 eV. As for the multiplicity: 3. As for the net charge: -1.